{
  "formula": "C4H10N2O",
  "method": "ωB97M-V/def2-TZVPD",
  "elements": ["C", "C", "C", "C", "N", "N", "O", "H", "H", "H", "H", "H", "H", "H", "H", "H", "H"],
  "coordinates": [[0.68625, 0.76900, -0.30818], [-1.52302, -1.29709, -0.57639], [-0.50709, -1.04542, 1.76268], [-1.19095, -0.44259, 0.59666], [1.68790, 0.10847, -0.01333], [1.46379, 2.62882, -1.52920], [0.36668, 1.86039, -0.93806], [-0.65988, -1.89680, -0.86641], [-2.33494, -1.99052, -0.32412], [-1.84450, -0.68995, -1.42052], [0.46126, -1.44096, 1.45642], [-1.10023, -1.87013, 2.16636], [-0.35305, -0.31199, 2.55016], [-1.82512, 0.41494, 0.76550], [2.63213, 0.38815, -0.28371], [2.15342, 2.77535, -0.79033], [1.88736, 2.04033, -2.24752]],
  "atomic_forces_ev_per_a": [[-2.92, -2.78, 2.10], [-0.09, -0.08, 0.03], [-0.12, 0.12, 0.02], [2.38, 1.86, -1.42], [1.05, -0.16, -0.02], [-0.04, 0.10, 0.00], [0.28, 1.20, -0.80], [0.00, -0.01, -0.03], [-0.02, -0.01, 0.01], [-0.01, -0.07, -0.03], [0.12, -0.03, -0.03], [-0.05, -0.11, 0.02], [0.04, -0.02, 0.07], [-0.17, 0.00, 0.10], [-0.18, 0.25, -0.17], [-0.16, -0.17, -0.06], [-0.11, -0.10, 0.23]],
  "nbo_charge": [0.56, -0.67, -0.69, -0.03, -0.81, -0.52, -0.40, 0.22, 0.21, 0.22, 0.25, 0.21, 0.22, 0.20, 0.35, 0.34, 0.34],
  "spin_multiplicity": 1,
  "max_force_ev_per_a": 4.544,
  "orbital_gap_ev": 8.610,
  "e_above_lowest_kcal_mol": 134.9
}